[1]
Density functional theory data (the ωB97M-V functional and the def2-TZVPD basis) for a structure of composition C33H76BF5N6O10PbS3 at a distorted geometry.

Element x y z (Å)
Pb 0.87 -1.57 2.35
B 0.49 -0.07 0.20
H 1.34 0.29 1.00
H -0.56 -0.29 0.79
H 0.20 0.83 -0.56
H 0.90 -1.07 -0.34
C 4.90 2.21 2.94
C 4.03 3.34 2.42
C 2.59 2.91 2.22
N 1.83 3.85 1.30
C 1.88 5.22 1.88
C 0.41 3.41 1.21
C -0.13 4.02 -0.08
C 1.09 4.26 -0.96
C 2.31 3.84 -0.11
H 4.79 1.29 2.38
H 4.64 2.01 3.98
H 5.94 2.54 3.00
H 4.40 3.84 1.52
H 4.01 4.12 3.18
H 1.99 2.77 3.11
H 2.58 1.98 1.64
H 1.46 5.21 2.88
H 1.32 5.89 1.22
H 2.90 5.59 1.88
H -0.10 3.69 2.12
H 0.42 2.32 1.11
H -0.64 4.98 0.03
H -0.89 3.36 -0.50
H 1.21 5.30 -1.24
H 1.09 3.68 -1.89
H 3.17 4.49 -0.23
H 2.61 2.81 -0.28
C -6.35 -0.32 6.06
C -6.22 0.03 4.59
C -4.79 0.42 4.24
N -4.49 0.50 2.76
C -4.68 -0.84 2.12
C -5.39 1.53 2.09
C -4.49 2.26 1.13
C -3.19 2.38 1.95
C -3.08 1.01 2.57
H -7.39 -0.47 6.33
H -5.93 0.45 6.72
H -5.87 -1.26 6.34
H -6.86 0.90 4.41
H -6.58 -0.80 3.98
H -4.06 -0.29 4.64
H -4.51 1.39 4.66
H -5.74 -1.05 2.04
H -4.27 -1.60 2.78
H -4.25 -0.80 1.13
H -6.30 1.09 1.71
H -5.69 2.21 2.89
H -4.25 1.67 0.24
H -4.82 3.25 0.82
H -2.35 2.69 1.34
H -3.31 3.14 2.73
H -2.49 0.28 2.01
H -2.60 1.04 3.56
C -2.95 0.85 -3.11
C -2.29 -0.32 -2.36
C -2.99 -1.62 -2.64
N -2.26 -2.85 -2.18
C -0.94 -2.99 -2.87
C -3.04 -4.11 -2.50
C -3.28 -4.85 -1.19
C -3.07 -3.82 -0.10
C -2.03 -2.87 -0.68
H -2.50 1.77 -2.73
H -4.03 0.91 -2.94
H -2.73 0.77 -4.17
H -2.20 -0.10 -1.30
H -1.26 -0.37 -2.72
H -3.14 -1.75 -3.72
H -3.98 -1.71 -2.18
H -0.26 -2.22 -2.53
H -1.09 -2.99 -3.95
H -0.53 -3.95 -2.58
H -2.56 -4.69 -3.29
H -3.98 -3.82 -2.99
H -2.50 -5.62 -1.13
H -4.19 -5.43 -1.16
H -2.71 -4.27 0.82
H -3.98 -3.27 0.18
H -1.06 -3.33 -0.52
H -2.07 -1.85 -0.31
C 5.13 -3.16 -6.84
C 5.06 -2.20 -5.66
C 3.80 -1.36 -5.76
N 3.66 -0.28 -4.71
C 4.69 0.79 -4.92
C 2.26 0.34 -4.80
C 2.06 0.99 -3.45
C 2.60 -0.09 -2.51
C 3.72 -0.79 -3.30
H 5.19 -2.61 -7.78
H 4.19 -3.72 -6.91
H 5.98 -3.83 -6.71
H 5.93 -1.53 -5.73
H 5.14 -2.66 -4.67
H 2.91 -1.98 -5.64
H 3.73 -0.84 -6.72
H 4.58 1.54 -4.15
H 4.53 1.23 -5.90
H 5.66 0.32 -4.90
H 2.25 0.94 -5.70
H 1.62 -0.53 -4.93
H 2.66 1.90 -3.36
H 1.00 1.17 -3.30
H 2.94 0.31 -1.56
H 1.84 -0.82 -2.27
H 4.69 -0.57 -2.86
H 3.62 -1.87 -3.29
N 3.59 -1.14 3.41
O 4.69 -0.91 3.84
O 3.21 -0.71 2.27
O 2.74 -1.81 4.05
C 1.34 1.53 5.87
F 1.09 2.53 6.73
F 2.42 1.85 5.13
F 1.56 0.41 6.55
S -0.12 1.37 4.76
O -0.22 2.69 4.15
O 0.18 0.33 3.78
O -1.24 1.06 5.61
N 1.50 -3.66 1.01
S 0.75 -5.08 1.02
O 1.47 -6.19 1.49
O -0.07 -5.22 -0.14
F -0.31 -4.75 2.17
S 2.36 -3.73 -0.40
O 1.68 -3.14 -1.51
O 3.10 -4.91 -0.60
F 3.38 -2.61 0.00

The calculation puts the strongest force on any atom at 2.36 eV Å⁻¹. Its total charge is +2. As for the frontier orbital gap: 9.1 eV. The molecular weight comes out at 1126.21 Da. The LUMO energy is -0.1534 hartree. The calculation puts the HOMO energy at -13.25 eV.

***

[2]
Density functional theory data (the ωB97M-V functional and the def2-TZVPD basis) for a structure of composition C18H35AuN2S at a distorted geometry.

Element x y z (Å)
C -0.01 -1.63 -2.22
H -0.28 -2.57 -1.73
H -0.86 -1.26 -2.80
H -0.28 -1.10 -0.68
C 1.27 -1.94 -2.98
H 1.77 -1.02 -3.36
H 2.00 -2.42 -2.30
C 1.01 -2.87 -4.16
H 1.91 -2.94 -4.76
H 0.77 -3.88 -3.85
H 0.22 -2.53 -4.83
C -0.91 2.60 -0.10
C -0.10 2.55 -1.27
C -0.78 1.69 -2.24
C -2.05 1.30 -1.63
C -2.08 1.83 -0.33
C -3.21 1.73 0.63
C -3.15 0.61 -2.32
C -0.51 1.70 -3.71
C 0.96 3.54 -1.60
C -0.64 3.43 1.09
Au 0.55 0.04 -1.37
H -3.79 0.06 -1.62
H -3.80 1.32 -2.87
H -2.77 -0.11 -3.07
H -3.87 0.89 0.36
H -2.86 1.56 1.66
H -3.83 2.64 0.64
H 0.42 3.68 1.18
H -1.20 4.39 1.06
H -0.94 2.92 2.02
H 1.52 3.24 -2.49
H 0.52 4.53 -1.79
H 1.67 3.65 -0.76
H -0.73 0.73 -4.16
H -1.12 2.47 -4.22
H 0.55 1.92 -3.90
C 0.88 -4.22 3.36
C 1.69 -2.97 3.12
N 1.20 -2.27 1.90
C 1.64 -1.02 1.59
S 2.32 -0.66 0.05
N 1.62 -0.08 2.55
C 0.58 -0.01 3.61
C 1.20 0.41 4.93
H -0.18 -3.99 3.51
H 1.24 -4.72 4.27
H 0.97 -4.93 2.53
H 1.61 -2.28 3.97
H 2.75 -3.22 2.99
H 1.21 -2.90 1.08
H 2.00 0.82 2.25
H -0.18 0.71 3.29
H 0.09 -0.99 3.67
H 1.45 1.48 4.91
H 0.48 0.24 5.74
H 2.11 -0.16 5.15

The calculation puts the strongest force on any atom at 4.73 eV Å⁻¹. Its multiplicity is 3. The expectation value of S² is 2.012. Its total charge is +2. As for the frontier orbital gap (alpha / beta): 7.7 / 5.3 eV. The molecular weight comes out at 508.53 Da. The LUMO energy (alpha / beta) is -0.2388 / -0.3427 hartree. The calculation puts the HOMO energy (alpha / beta) at -14.21 / -14.63 eV.

***

[3]
Density functional theory data (the ωB97M-V functional and the def2-TZVPD basis) for an isolated molecule of C24H29N3O3.

Element x y z (Å)
C -4.83 -2.01 -1.79
H -5.91 -2.03 -1.64
H -4.38 -2.78 -1.17
H -4.61 -2.23 -2.83
C -4.29 -0.63 -1.43
N -4.80 -0.17 -0.15
C -4.68 1.26 0.09
C -3.39 1.64 0.85
N -2.37 0.64 0.56
C -2.75 -0.61 1.20
C -4.26 -0.88 0.99
H -4.44 -1.95 0.88
H -4.83 -0.54 1.87
H -2.53 -0.59 2.29
H -2.16 -1.42 0.76
C -1.02 1.05 0.93
C -0.02 -0.06 0.75
C 0.96 -0.27 1.71
C 1.99 -1.17 1.50
C 2.05 -1.89 0.31
C 1.04 -1.72 -0.63
C 0.03 -0.82 -0.42
H -0.73 -0.68 -1.18
H 1.08 -2.30 -1.54
O 3.03 -2.78 -0.02
C 4.12 -2.93 0.86
H 4.64 -1.98 1.02
H 4.80 -3.63 0.38
H 3.80 -3.34 1.83
H 2.75 -1.29 2.26
H 0.95 0.30 2.62
H -0.97 1.42 1.97
C -0.57 2.22 -0.01
O -0.93 1.96 -1.33
H -1.75 1.44 -1.28
C 0.93 2.41 0.24
O 1.27 3.01 1.24
C 1.87 1.77 -0.66
C 1.72 1.34 -1.95
N 2.84 0.71 -2.37
C 3.76 0.69 -1.36
C 5.03 0.13 -1.31
C 5.74 0.28 -0.13
C 5.19 0.95 0.97
C 3.93 1.51 0.92
C 3.20 1.38 -0.26
H 3.51 2.03 1.76
H 5.78 1.04 1.87
H 6.73 -0.15 -0.05
H 5.45 -0.39 -2.15
H 2.97 0.30 -3.28
H 0.87 1.47 -2.60
H -1.05 3.16 0.34
H -3.59 1.70 1.93
H -3.06 2.62 0.52
H -4.72 1.78 -0.87
H -5.55 1.57 0.68
H -3.19 -0.64 -1.47
H -4.64 0.08 -2.19

Its structure (SMILES) is CCN1CCN([C@@H](c2ccc(OC)cc2)[C@H](O)C(=O)c2c[nH]c3ccccc23)CC1. The calculation puts the strongest force on any atom at 0.98 eV Å⁻¹. Its total charge is 0. As for the frontier orbital gap: 8.5 eV. The molecular weight comes out at 407.51 Da. The LUMO energy is 0.0241 hartree. The calculation puts the HOMO energy at -7.87 eV.

***

[4]
Density functional theory data (the ωB97M-V functional and the def2-TZVPD basis) for a structure of composition C17H15Cl5FN2O2ReSSbSe4.

Element x y z (Å)
Re -0.41 -0.43 1.63
Se 3.24 -0.27 5.49
Sb 0.93 -0.81 5.02
Se -0.39 0.90 3.62
Se 0.62 -2.20 2.84
Se -0.31 -1.74 6.87
Cl -5.54 2.71 -3.41
C -4.39 2.27 -2.19
C -3.08 1.95 -2.53
Cl -2.61 1.97 -4.20
C -2.16 1.60 -1.56
Cl -0.53 1.23 -2.01
C -2.49 1.54 -0.18
O -1.69 1.22 0.74
C -3.84 1.90 0.13
Cl -4.28 1.85 1.79
C -4.75 2.25 -0.85
Cl -6.38 2.66 -0.40
C 2.81 1.20 -0.51
C 2.00 1.34 0.78
C 1.38 2.73 0.88
C 2.86 1.03 1.99
O 0.94 0.38 0.66
H 3.64 1.91 -0.50
H 2.19 1.41 -1.37
H 3.21 0.19 -0.60
H 2.14 3.47 1.11
H 0.63 2.74 1.68
H 0.89 3.00 -0.05
H 3.79 1.60 1.95
H 3.12 -0.03 2.04
H 2.36 1.27 2.93
N -2.75 -1.40 -0.78
C -1.53 -1.84 -1.11
N -0.48 -1.72 -0.35
C 0.64 -2.26 -0.97
C 1.92 -2.31 -0.43
C 2.93 -2.88 -1.18
C 2.70 -3.40 -2.45
C 1.43 -3.36 -3.00
C 0.41 -2.79 -2.24
S -1.27 -2.61 -2.66
H -2.88 -1.16 0.21
H -3.53 -1.59 -1.38
H 2.10 -1.90 0.55
H 3.93 -2.92 -0.76
H 3.51 -3.84 -3.02
H 1.23 -3.76 -3.98
F -2.24 -1.10 1.75

The calculation puts the strongest force on any atom at 0.98 eV Å⁻¹. Its multiplicity is 2. The expectation value of S² is 0.757. Its total charge is -2. As for the frontier orbital gap (alpha / beta): 5.3 / 5.5 eV. The molecular weight comes out at 1131.46 Da. The LUMO energy (alpha / beta) is 0.1332 / 0.1332 hartree. The calculation puts the HOMO energy (alpha / beta) at -1.69 / -1.91 eV.

***

[5]
Density functional theory data (the ωB97M-V functional and the def2-TZVPD basis) for a structure of composition C34H40ClN4O3Pd at a distorted geometry.

Element x y z (Å)
Pd -0.11 0.07 0.73
C 5.43 -1.57 -4.33
C 4.13 -1.57 -3.58
C 3.09 -2.42 -3.87
C 1.82 -2.38 -3.20
C 0.90 -3.33 -3.65
N -0.42 -3.58 -3.39
C -1.46 -2.58 -3.28
C -1.65 -1.75 -4.55
C -2.73 -0.69 -4.31
N -2.30 0.32 -3.39
C -2.23 1.61 -3.68
C -1.78 2.61 -2.81
C -1.79 3.94 -3.27
C -1.35 4.99 -2.49
C -1.35 6.39 -3.03
C -0.86 4.71 -1.22
C -0.78 3.40 -0.72
C -0.11 3.23 0.52
N 0.34 2.17 1.10
C 1.16 2.35 2.27
C 2.63 2.05 1.93
C 2.86 0.55 1.76
N 2.25 -0.03 0.57
C 2.92 0.11 -0.53
C 2.80 -0.64 -1.76
C 3.98 -0.68 -2.52
C 1.70 -1.40 -2.16
O 0.46 -1.18 -1.56
C -1.30 2.29 -1.48
O -1.35 1.11 -1.03
H 5.37 -2.17 -5.24
H 6.21 -1.98 -3.70
H 5.71 -0.55 -4.60
H 3.21 -3.13 -4.67
H 1.34 -4.09 -4.29
H -0.75 -4.40 -3.88
H -1.21 -1.89 -2.47
H -2.39 -3.10 -3.03
H -1.95 -2.39 -5.38
H -0.71 -1.25 -4.80
H -3.63 -1.17 -3.92
H -2.99 -0.20 -5.26
H -1.98 0.09 -2.44
H -2.56 1.91 -4.67
H -2.14 4.13 -4.27
H -1.11 6.39 -4.09
H -0.63 7.02 -2.51
H -2.34 6.85 -2.92
H -0.49 5.51 -0.61
H 0.13 4.19 1.00
H 0.85 1.68 3.07
H 1.08 3.38 2.64
H 3.24 2.41 2.76
H 2.92 2.59 1.03
H 2.46 0.02 2.62
H 3.94 0.37 1.72
H 3.83 0.72 -0.50
H 4.81 -0.05 -2.24
Cl -2.08 1.16 2.53
C -1.16 0.69 3.93
C -1.15 1.45 5.08
C -0.30 1.08 6.13
C 0.53 -0.02 6.00
C 0.53 -0.77 4.84
C -0.34 -0.45 3.78
C -0.42 -1.26 2.60
H -1.77 2.32 5.16
H -0.29 1.66 7.03
H 1.18 -0.31 6.81
H 1.17 -1.63 4.75
H -1.43 -1.48 2.26
H 0.23 -2.13 2.65
C -1.85 -3.15 0.00
O -1.24 -1.90 -0.30
C 0.14 -1.78 -0.35
C 0.99 -2.95 0.04
H -1.55 -3.91 -0.72
H -2.92 -2.96 -0.07
H -1.62 -3.49 1.01
H 0.72 -3.34 1.02
H 2.04 -2.65 0.07
H 0.89 -3.75 -0.70

The calculation puts the strongest force on any atom at 1.90 eV Å⁻¹. Its multiplicity is 5. The expectation value of S² is 6.066. Its total charge is +1. As for the frontier orbital gap (alpha / beta): 5.3 / 6.8 eV. The molecular weight comes out at 694.59 Da. The LUMO energy (alpha / beta) is -0.1105 / -0.1236 hartree. The calculation puts the HOMO energy (alpha / beta) at -8.26 / -10.20 eV.

***

[6]
Density functional theory data (the ωB97M-V functional and the def2-TZVPD basis) for a structure of composition C11H23BBiF4NO2P2 at a distorted geometry.

Element x y z (Å)
Bi 0.20 -0.39 1.41
P 0.54 2.24 1.01
C 0.03 2.40 -0.81
C 0.50 1.26 -1.68
N 0.37 -0.02 -1.17
C 0.61 -1.07 -2.03
C 0.85 -0.91 -3.41
C 0.83 0.41 -3.98
C 0.59 1.55 -3.10
C 0.60 -2.47 -1.39
P -0.29 -2.62 0.15
H 0.52 2.53 -3.47
H 1.03 -1.80 -3.97
H 0.97 0.52 -4.98
H 0.15 -3.14 -2.15
H 1.68 -2.74 -1.24
H -1.17 2.47 -0.85
H 0.33 3.40 -1.25
H -2.82 1.48 -0.39
O -2.62 2.36 -0.68
H -2.99 2.51 -1.52
H -2.11 0.15 1.01
O -2.86 0.01 0.36
H -3.75 0.24 0.75
C -1.98 -2.81 -0.39
H -2.05 -3.63 -1.11
H -2.63 -3.05 0.46
H -2.40 -1.91 -0.85
C 0.24 -4.09 0.95
H -0.36 -4.26 1.85
H 0.14 -4.94 0.27
H 1.28 -4.00 1.27
C 2.24 2.68 1.23
H 2.26 3.78 1.23
H 2.54 2.25 2.19
H 2.82 2.27 0.39
C -0.55 3.41 1.80
H -0.34 3.34 2.89
H -0.31 4.43 1.45
H -1.62 3.20 1.65
F 2.59 -0.99 2.37
B 1.92 -1.01 3.69
F 0.86 -1.94 3.53
F 2.77 -1.35 4.67
F 1.35 0.26 3.83

The calculation puts the strongest force on any atom at 5.29 eV Å⁻¹. Its total charge is +2. As for the frontier orbital gap (alpha / beta): 5.4 / 5.7 eV. The molecular weight comes out at 559.04 Da. The LUMO energy (alpha / beta) is -0.3683 / -0.3579 hartree. The calculation puts the HOMO energy (alpha / beta) at -15.38 / -15.39 eV.

***

| no. | DFT total energy (eV) |
| --- | --- |
| 1 | -116869.393 |
| 2 | -36722.561 |
| 3 | -35971.129 |
| 4 | -371173.548 |
| 5 | -64001.752 |
| 6 | -53317.339 |